Entry 1:
The following is a quantum chemistry calculation of a cluster of 14 separate species, C72H176N12O14 in total in a non-equilibrium geometry, from OMol25.

```
274
Properties=species:S:1:pos:R:3:mulliken_charge:R:1
C 7.80 -28.30 18.36 0.944
C 6.86 -29.44 17.96 0.879
C 6.95 -29.71 16.40 -1.065
O 6.61 -28.50 15.76 -0.545
C 5.24 -28.07 15.67 -0.747
N 7.32 -30.62 18.77 -0.669
H 8.83 -28.46 18.05 -0.761
H 7.79 -28.13 19.44 -0.075
H 7.46 -27.46 17.76 -0.202
H 5.84 -29.22 18.30 -0.025
H 6.39 -30.58 16.06 0.362
H 7.95 -29.92 16.03 0.275
H 4.78 -28.72 14.92 0.319
H 5.12 -27.03 15.40 0.266
H 4.72 -28.26 16.61 0.280
H 6.63 -31.35 18.70 0.464
H 7.23 -30.33 19.74 -0.657
C 7.36 -25.65 13.47 -1.746
C 8.78 -25.99 14.08 0.434
C 9.15 -25.17 15.32 2.232
O 8.80 -23.79 15.18 -0.649
C 8.91 -23.01 16.33 -0.398
N 8.72 -27.37 14.49 -0.275
H 7.13 -26.22 12.57 0.403
H 7.44 -24.59 13.21 0.462
H 6.55 -25.71 14.19 0.233
H 9.50 -25.88 13.27 0.117
H 10.20 -25.24 15.58 -0.271
H 8.60 -25.51 16.20 -0.430
H 8.24 -23.33 17.13 -0.463
H 8.73 -21.96 16.11 0.593
H 9.94 -23.07 16.69 0.224
H 9.36 -27.58 15.24 -0.451
H 7.82 -27.62 14.90 0.596
C 18.52 -27.00 18.16 -1.647
C 18.02 -28.48 18.27 1.449
C 18.62 -29.50 17.36 -1.179
O 17.94 -30.75 17.39 -0.219
C 18.55 -31.75 16.54 -0.843
N 18.30 -28.88 19.63 -0.595
H 17.99 -26.33 18.83 0.320
H 18.40 -26.46 17.22 0.287
H 19.60 -26.99 18.36 0.425
H 16.97 -28.72 18.10 -0.310
H 19.70 -29.64 17.48 0.432
H 18.49 -29.11 16.35 0.436
H 18.55 -31.51 15.48 0.332
H 18.04 -32.70 16.71 0.267
H 19.62 -31.92 16.70 0.339
H 17.87 -29.78 19.70 0.260
H 19.28 -29.14 19.65 0.242
C 12.06 -28.74 14.71 -0.444
C 12.66 -29.70 13.74 0.678
C 13.47 -30.78 14.46 -0.503
O 14.40 -31.40 13.58 -0.391
C 14.97 -32.57 14.13 -0.740
N 11.54 -30.40 13.19 -0.835
H 12.88 -28.27 15.27 -0.056
H 11.33 -29.18 15.38 0.091
H 11.56 -27.88 14.27 -0.154
H 13.31 -29.25 12.98 0.184
H 12.95 -31.44 15.15 0.407
H 13.97 -30.15 15.21 0.076
H 15.76 -32.94 13.48 0.287
H 14.26 -33.39 14.18 0.335
H 15.39 -32.43 15.13 0.256
H 11.12 -30.95 13.92 0.278
H 11.88 -31.11 12.56 0.344
C 10.39 -32.94 19.47 -1.775
C 11.00 -31.53 19.42 2.344
C 12.46 -31.60 19.30 -1.421
O 12.96 -30.24 19.32 -0.166
C 14.30 -30.07 18.98 -0.595
N 10.39 -30.83 18.35 -0.451
H 10.25 -33.34 18.47 0.433
H 9.41 -32.84 19.93 0.174
H 10.91 -33.65 20.11 0.447
H 10.77 -31.01 20.35 -0.422
H 12.73 -32.14 18.39 0.386
H 12.88 -32.12 20.16 0.317
H 14.47 -30.24 17.92 0.028
H 14.86 -30.76 19.60 0.616
H 14.51 -29.04 19.27 -0.179
H 9.41 -30.71 18.54 0.115
H 10.77 -29.90 18.47 -0.311
C 11.51 -28.89 26.38 -1.726
C 11.93 -28.39 24.96 1.713
C 11.73 -26.86 24.77 -0.449
O 10.32 -26.62 24.64 -0.217
C 9.93 -25.32 24.36 -0.670
N 13.31 -28.74 24.85 -0.772
H 10.50 -28.57 26.61 0.327
H 12.14 -28.58 27.21 0.365
H 11.36 -29.97 26.39 0.446
H 11.41 -28.96 24.19 -0.352
H 12.16 -26.48 23.84 -0.148
H 12.18 -26.24 25.54 0.406
H 10.33 -24.63 25.10 0.420
H 8.86 -25.19 24.53 0.355
H 10.11 -25.06 23.31 0.010
H 13.51 -28.65 23.86 0.079
H 13.63 -29.68 25.08 0.292
C 13.69 -19.48 20.67 -1.531
C 13.41 -20.40 21.82 0.943
C 14.36 -20.19 23.08 -1.087
O 14.63 -18.87 23.45 -0.321
C 15.36 -18.80 24.67 -0.791
N 12.03 -20.03 22.27 -0.589
H 13.32 -18.46 20.74 0.451
H 13.15 -19.89 19.82 0.379
H 14.76 -19.31 20.49 0.347
H 13.45 -21.45 21.53 -0.503
H 15.32 -20.69 22.90 0.459
H 13.84 -20.66 23.92 0.533
H 16.42 -19.04 24.67 0.282
H 14.79 -19.38 25.39 0.352
H 15.28 -17.78 25.05 0.270
H 12.08 -20.07 23.28 0.263
H 11.83 -19.05 22.13 0.278
C 17.26 -24.03 13.61 -1.534
C 16.29 -23.25 14.47 2.350
C 16.87 -22.75 15.80 -0.761
O 15.85 -22.11 16.57 -0.341
C 16.26 -21.69 17.88 -0.736
N 15.66 -22.20 13.70 -0.811
H 18.16 -23.45 13.43 0.448
H 16.82 -24.38 12.68 0.270
H 17.51 -25.01 14.03 0.257
H 15.47 -23.93 14.69 -1.245
H 17.70 -22.09 15.56 0.491
H 17.27 -23.55 16.42 0.367
H 17.23 -21.20 17.84 0.349
H 16.39 -22.64 18.40 0.269
H 15.52 -21.11 18.44 0.164
H 14.83 -22.53 13.23 -0.194
H 15.29 -21.70 14.50 0.457
C 15.13 -23.19 10.13 -1.712
C 13.73 -23.84 10.41 1.429
C 14.11 -25.25 10.97 -0.930
C 13.07 -25.95 11.85 -0.900
C 12.67 -24.95 12.96 0.882
C 12.16 -23.54 12.36 0.949
N 13.06 -22.98 11.37 1.049
O 13.00 -21.59 11.04 -0.572
C 10.80 -23.67 11.58 -1.180
C 12.05 -22.55 13.55 -1.360
C 12.85 -23.88 9.12 -1.830
H 15.28 -22.26 9.59 0.332
H 15.82 -23.95 9.75 0.396
H 15.59 -22.93 11.08 0.367
H 14.31 -25.95 10.17 0.537
H 15.02 -25.20 11.57 -0.060
H 13.44 -26.92 12.18 0.085
H 12.23 -26.20 11.20 0.438
H 13.43 -24.88 13.73 -0.537
H 11.77 -25.28 13.47 -0.299
H 9.96 -24.01 12.18 0.047
H 10.65 -22.76 10.99 0.353
H 11.04 -24.40 10.81 0.338
H 12.98 -22.07 13.86 0.268
H 11.36 -21.77 13.25 0.383
H 11.55 -23.08 14.36 0.146
H 13.53 -24.09 8.30 0.525
H 12.31 -23.01 8.75 0.204
H 12.23 -24.78 9.20 0.440
H 12.28 -21.58 10.41 0.351
C 10.89 -27.44 20.30 -1.796
C 11.44 -26.21 19.52 3.133
C 11.97 -25.18 20.47 0.185
C 12.69 -23.97 19.79 0.586
C 13.83 -24.45 18.91 -1.488
C 13.47 -25.61 17.92 2.136
N 12.59 -26.59 18.62 0.310
O 12.37 -27.78 17.93 1.689
C 12.91 -25.05 16.60 -0.373
C 14.84 -26.28 17.61 -1.635
C 10.25 -25.58 18.73 0.214
H 10.53 -28.26 19.69 -0.671
H 10.03 -27.25 20.94 0.484
H 11.71 -27.76 20.94 0.657
H 11.19 -24.86 21.17 -0.761
H 12.77 -25.62 21.07 -0.473
H 13.07 -23.23 20.49 -0.692
H 12.08 -23.37 19.12 0.156
H 14.56 -24.80 19.64 0.585
H 14.25 -23.65 18.31 0.201
H 12.02 -24.43 16.69 -0.124
H 13.65 -24.48 16.05 -0.191
H 12.57 -25.89 15.99 -0.252
H 14.77 -27.17 16.98 0.285
H 15.46 -25.56 17.08 0.002
H 15.37 -26.67 18.48 0.088
H 10.51 -24.67 18.20 -0.714
H 9.35 -25.38 19.32 0.309
H 10.07 -26.25 17.89 -0.762
H 12.68 -28.48 18.50 -0.567
C 8.67 -31.79 22.24 -0.776
C 8.11 -31.19 23.60 1.783
C 8.40 -29.67 23.63 -1.147
C 7.42 -28.77 22.84 0.976
C 6.02 -29.03 23.43 -1.371
C 5.64 -30.58 23.28 1.818
N 6.70 -31.41 23.89 0.132
O 6.36 -32.79 24.10 -0.507
C 4.37 -30.70 24.10 -2.008
C 5.36 -30.90 21.79 -1.092
C 8.89 -31.72 24.87 -1.902
H 9.72 -32.09 22.31 0.403
H 8.86 -31.08 21.43 -0.152
H 7.98 -32.60 22.02 0.154
H 8.42 -29.33 24.67 0.738
H 9.33 -29.38 23.13 -0.438
H 7.39 -29.03 21.78 -1.152
H 7.86 -27.77 22.82 0.811
H 5.40 -28.48 22.72 -0.060
H 5.87 -28.66 24.45 0.586
H 4.55 -30.53 25.16 0.449
H 3.64 -29.92 23.89 0.314
H 4.04 -31.71 23.87 0.434
H 4.76 -30.11 21.34 0.008
H 6.25 -31.02 21.18 0.255
H 4.76 -31.81 21.81 0.546
H 8.81 -32.78 25.11 0.358
H 8.45 -31.32 25.78 0.490
H 9.92 -31.37 24.81 0.288
H 6.38 -33.16 23.22 0.409
C 4.24 -23.09 18.83 -1.891
C 5.09 -24.36 18.52 1.921
C 6.38 -24.34 19.40 -0.060
C 6.19 -24.64 20.87 -1.245
C 5.37 -25.91 20.97 -0.139
C 4.10 -26.09 20.15 1.311
N 4.33 -25.58 18.76 1.366
O 3.23 -25.79 17.93 -0.514
C 3.77 -27.59 20.16 -1.031
C 2.93 -25.34 20.85 -1.652
C 5.58 -24.31 17.05 -1.666
H 3.29 -23.08 18.31 0.364
H 3.98 -22.99 19.88 0.357
H 4.82 -22.20 18.58 0.433
H 7.12 -25.00 18.94 -0.906
H 6.72 -23.31 19.36 0.544
H 7.12 -24.76 21.44 0.355
H 5.61 -23.86 21.37 0.433
H 5.10 -25.94 22.02 0.732
H 5.98 -26.81 20.83 -0.891
H 3.54 -27.94 21.17 0.378
H 4.54 -28.29 19.83 -0.623
H 2.88 -27.85 19.60 0.523
H 2.20 -25.04 20.10 0.192
H 3.20 -24.46 21.43 0.346
H 2.39 -26.05 21.49 0.558
H 5.93 -25.25 16.62 -0.297
H 4.75 -24.01 16.41 0.566
H 6.23 -23.43 16.94 0.392
H 2.56 -25.25 18.35 0.273
C 15.40 -27.38 21.91 0.569
C 16.84 -27.05 22.30 -0.954
O 17.49 -26.58 21.20 -0.469
H 14.96 -26.54 21.38 -0.377
H 14.92 -27.49 22.89 0.237
H 15.40 -28.28 21.30 0.015
H 17.22 -27.99 22.70 0.346
H 16.85 -26.32 23.12 0.409
H 17.81 -27.33 20.69 0.312
C 9.39 -21.57 20.12 -0.805
C 9.56 -22.25 21.49 0.580
O 9.48 -21.19 22.43 -0.646
H 8.53 -20.90 20.12 0.447
H 9.13 -22.27 19.32 -0.182
H 10.22 -20.96 19.78 0.247
H 10.48 -22.84 21.56 -0.067
H 8.68 -22.85 21.74 -0.048
H 10.34 -20.78 22.35 0.629
```

The net charge is 0. The value obtained for the energy above the lowest of the compared OMol25 structures with the same formula, charge and spin is 0.0 kcal per mole. Its HOMO energy is -7.60 eV. The spin multiplicity is 1. The HOMO-LUMO gap is 8.059 eV.

=====

Entry 2:
The following is a quantum chemistry calculation of an isolated molecule of C4H7NO3 in a non-equilibrium geometry, from OMol25.

```
15
Properties=species:S:1:pos:R:3:mulliken_charge:R:1
O 2.50 1.46 -0.26 -0.529
C 1.31 0.82 -0.83 -0.754
C -0.04 0.94 0.07 0.287
O -0.77 -0.01 -0.79 -0.356
C -1.61 -0.84 -0.09 -0.384
C -0.92 -1.64 0.80 -0.151
N 0.00 -1.02 1.54 -0.399
O -0.05 0.25 1.40 -0.189
H 2.43 1.00 0.58 0.365
H 1.19 1.25 -1.74 0.483
H 1.50 -0.16 -1.22 0.354
H -0.26 1.96 0.23 0.293
H -2.24 -0.03 0.37 0.284
H -2.34 -1.32 -0.81 0.268
H -0.70 -2.66 0.74 0.429
```

The net charge is 0. The value obtained for the energy above the lowest of the compared OMol25 structures with the same formula, charge and spin is 148.4 kcal per mole. The SMILES is OC[C@H]1OCC=NO1. Its HOMO energy is -9.45 eV. The spin multiplicity is 1. The HOMO-LUMO gap is 10.239 eV.

=====

Entry 3:
The following is a quantum chemistry calculation of a structure of composition C16H26BiN6O6S in a non-equilibrium geometry, from OMol25.

```
56
Properties=species:S:1:pos:R:3:mulliken_charge:R:1
O 4.13 -2.01 -0.92 -0.569
H 4.49 -2.28 -1.79 0.303
Bi 0.81 -0.76 -0.13 1.322
N -1.30 -1.79 -0.01 0.758
N -0.02 -1.34 -2.26 0.665
N 0.50 0.09 2.00 0.423
N 2.70 0.41 0.65 0.256
O -1.91 -1.83 1.17 -0.986
O -0.61 -0.22 2.76 -0.538
O 3.93 0.49 -0.02 -0.545
O 0.60 -0.95 -3.35 -0.894
C -1.21 -1.96 -2.36 0.104
C -1.97 -2.10 -1.16 0.368
C 1.34 1.02 2.47 0.531
C 2.55 1.23 1.70 0.286
C -3.41 -2.48 -1.16 -1.401
H -4.05 -1.64 -0.85 0.249
H -3.58 -3.34 -0.50 0.309
H -3.73 -2.77 -2.17 0.384
C -1.66 -2.33 -3.73 -1.411
H -0.94 -3.02 -4.19 0.306
H -1.73 -1.44 -4.38 0.293
H -2.64 -2.81 -3.68 0.405
C 1.11 1.77 3.74 -1.669
C 3.60 2.19 2.11 -1.575
H 0.36 1.26 4.35 0.409
H 0.78 2.80 3.55 0.345
H 2.06 1.84 4.29 0.449
H 4.12 2.63 1.25 0.406
H 4.36 1.70 2.75 0.333
H 3.16 3.00 2.71 0.445
H -1.13 -0.87 2.14 0.221
H 4.08 -0.45 -0.37 0.458
C 2.96 -2.80 -0.59 -0.578
H 2.15 -2.70 -1.33 0.272
H 2.64 -2.48 0.41 0.139
H 3.25 -3.87 -0.52 0.450
O -0.27 -3.84 2.59 -0.690
H 0.31 -3.38 3.25 0.306
H -0.77 -3.07 2.19 0.398
N 1.38 1.33 -2.34 -0.200
C 0.34 1.89 -1.69 0.209
N -0.39 1.20 -0.82 0.334
C -1.51 1.90 -0.36 -0.326
C -2.50 1.39 0.48 -0.296
C -3.56 2.24 0.84 -1.014
C -3.62 3.54 0.32 -0.589
C -2.63 4.02 -0.53 -0.373
C -1.56 3.21 -0.86 0.493
S -0.18 3.54 -1.88 -0.227
H 1.94 2.01 -2.87 0.264
H 1.19 0.42 -2.84 0.163
H -2.44 0.36 0.82 0.602
H -4.34 1.87 1.52 0.429
H -4.47 4.18 0.60 0.378
H -2.67 5.01 -0.97 0.411
```

The net charge is +1. The value obtained for the energy above the lowest of the compared OMol25 structures with the same formula, charge and spin is 0.0 kcal per mole. Its HOMO energy (spin up / spin down) is -10.27 / -10.28 eV. The spin multiplicity is 1. The HOMO-LUMO gap (spin up / spin down) is 5.484 / 5.491 eV.

=====

Entry 4:
The following is a quantum chemistry calculation of a structure of composition C30H26AuGeIN2O3S2, from OMol25.

```
66
Properties=species:S:1:pos:R:3:mulliken_spin:R:1
Au 0.93 0.73 1.26 0.233
N 3.63 -0.11 -0.20 0.016
C 4.80 0.13 -0.81 0.001
C 5.10 1.46 -0.58 0.000
C 4.04 1.94 0.19 -0.003
N 3.17 0.98 0.41 -0.015
H 3.10 -0.97 -0.16 -0.004
H 5.32 -0.64 -1.35 0.000
H 5.97 2.00 -0.91 0.000
H 3.86 2.92 0.58 0.003
C 3.01 -4.25 -1.81 0.011
C 3.11 -3.89 -0.47 -0.008
C 2.19 -3.00 0.07 -0.004
C 1.17 -2.46 -0.71 0.025
C 1.10 -2.83 -2.04 0.013
C 2.01 -3.72 -2.59 -0.007
Ge -0.13 -1.16 0.09 0.264
C -1.19 -2.26 1.37 0.005
C -0.82 -3.55 1.72 0.004
C -1.49 -4.23 2.73 -0.004
C -2.54 -3.62 3.40 0.008
C -2.91 -2.33 3.05 -0.005
C -2.24 -1.66 2.05 0.025
C -1.35 -0.73 -1.42 0.052
C -0.87 -0.04 -2.53 0.044
C -1.71 0.29 -3.58 -0.008
C -3.05 -0.08 -3.53 0.012
C -3.54 -0.75 -2.43 -0.007
C -2.69 -1.07 -1.38 0.010
H 3.72 -4.95 -2.23 0.001
H 3.89 -4.31 0.14 0.000
H 2.27 -2.73 1.11 0.002
H 0.31 -2.42 -2.66 0.003
H 1.93 -3.99 -3.64 0.000
H 0.01 -4.03 1.21 0.001
H -1.18 -5.23 3.01 0.000
H -3.05 -4.14 4.19 0.001
H -3.72 -1.85 3.58 0.000
H -2.51 -0.65 1.80 -0.001
H 0.16 0.27 -2.55 0.004
H -1.34 0.83 -4.43 0.000
H -3.71 0.17 -4.36 0.001
H -4.59 -1.02 -2.38 0.000
H -3.08 -1.59 -0.51 0.003
I -3.10 7.55 -3.22 0.000
C -2.20 5.96 -2.13 0.002
C -2.03 4.74 -2.74 -0.001
C -1.42 3.72 -2.04 0.002
C -1.00 3.92 -0.73 -0.004
C -1.21 5.15 -0.12 0.002
C -1.81 6.18 -0.82 -0.001
C -0.27 2.82 0.00 0.010
O -0.42 2.74 1.24 0.008
O 0.44 2.05 -0.67 0.058
H -2.36 4.58 -3.76 0.000
H -1.27 2.75 -2.50 0.002
H -0.90 5.29 0.90 0.000
H -1.97 7.14 -0.35 0.000
C -0.79 0.66 4.18 0.006
O 0.38 0.87 4.94 -0.001
C 1.55 0.41 4.53 0.003
S 2.86 0.79 5.45 0.071
S 1.69 -0.62 3.17 0.170
H -1.62 0.94 4.81 -0.001
H -0.87 -0.39 3.87 0.002
H -0.78 1.30 3.29 -0.004
```

The net charge is -1. The expectation value of S² is 0.759. The value obtained for the energy above the lowest of the compared OMol25 structures with the same formula, charge and spin is 15.7 kcal per mole. Its HOMO energy (spin up / spin down) is -3.84 / -4.66 eV. The spin multiplicity is 2. The HOMO-LUMO gap (spin up / spin down) is 5.832 / 6.289 eV.

=====

Entry 5:
The following is a quantum chemistry calculation of a cluster of 2 separate species, C8H14BN in total in a non-equilibrium geometry, from OMol25.

```
24
Properties=species:S:1:pos:R:3:mulliken_charge:R:1
B 1.67 1.55 -1.55 0.033
C 2.95 2.20 -1.05 0.416
C -1.78 -1.00 1.80 -0.748
C -1.53 -1.66 0.43 -0.704
C -0.35 -0.60 2.26 -0.668
C -0.82 -0.79 -0.59 -0.528
C 0.27 0.30 1.21 -0.472
C 0.52 -0.37 -0.08 -0.393
C 0.91 1.48 -2.90 -0.867
N 4.01 2.53 -0.67 -0.474
H -2.48 -0.23 1.72 0.408
H -2.15 -1.71 2.55 0.299
H -1.01 -2.59 0.53 0.380
H -2.52 -1.98 0.08 0.337
H -0.37 0.04 3.25 0.272
H 0.21 -1.50 2.59 0.333
H -0.59 -1.25 -1.55 0.288
H -1.43 0.08 -0.96 0.260
H -0.43 1.13 1.19 0.265
H 1.22 0.82 1.61 0.279
H 1.41 -0.90 -0.08 0.344
H 0.30 0.54 -3.04 0.217
H 1.66 1.59 -3.72 0.322
H 0.31 2.30 -3.03 0.401
```

The net charge is 0. The value obtained for the energy above the lowest of the compared OMol25 structures with the same formula, charge and spin is 88.3 kcal per mole. Its HOMO energy (spin up / spin down) is -7.56 / -7.49 eV. The spin multiplicity is 1. The HOMO-LUMO gap (spin up / spin down) is 7.007 / 6.875 eV.

=====

Entry 6:
The following is a quantum chemistry calculation of a structure of composition C10H14KN3O5 in a non-equilibrium geometry, from OMol25.

```
33
Properties=species:S:1:pos:R:3:mulliken_charge:R:1
K -2.07 -1.39 2.88 0.881
O 1.05 1.47 0.96 -0.542
C 0.44 0.50 1.73 0.763
O 0.08 -0.58 1.22 -0.713
O 0.28 0.78 2.95 -0.782
H 1.06 0.97 0.11 0.302
C 4.33 1.17 1.53 -0.769
N 4.27 0.47 0.23 0.893
O 5.05 0.82 -0.64 -0.555
O 3.55 -0.51 0.13 -0.454
H 5.27 1.71 1.54 0.328
H 4.22 0.43 2.32 0.297
H 3.51 1.87 1.67 0.269
N -4.59 1.21 1.72 0.041
C -4.95 -0.04 1.32 -0.478
C -3.93 -0.52 0.49 -0.704
C -2.91 0.44 0.53 -0.111
C -3.34 1.51 1.27 -0.667
H -5.16 1.80 2.30 0.176
H -5.84 -0.54 1.64 0.391
H -3.98 -1.47 -0.02 0.413
H -1.96 0.34 0.03 0.609
H -2.89 2.47 1.44 0.393
N -0.22 -1.53 -2.46 -0.012
C 0.61 -2.31 -3.21 -0.484
C 1.79 -1.66 -3.35 -0.465
C 1.68 -0.40 -2.70 -0.664
C 0.44 -0.40 -2.07 -0.157
H -1.08 -1.88 -2.08 0.201
H 0.32 -3.29 -3.54 0.384
H 2.59 -2.10 -3.93 0.388
H 2.41 0.39 -2.62 0.458
H -0.01 0.30 -1.40 0.368
```

The net charge is 0. Its HOMO energy is -7.69 eV. The spin multiplicity is 1. The HOMO-LUMO gap is 6.933 eV.